(1)
C60H112O34S11 | the ωB97M-V functional and the def2-TZVPD basis

Positions of all 217 atoms, in Å:
S (-6.20160, -1.12963, -0.14110)
S (-2.32567, -5.24832, 1.32172)
S (3.12539, 2.92195, 5.33588)
S (-3.09923, -0.45465, -7.26216)
S (-3.39035, 3.98406, 0.92261)
S (5.72016, 0.35105, -0.92961)
S (-4.44049, -4.44516, -4.20828)
S (-0.35543, 3.89933, -5.65359)
S (-2.21620, 0.17086, 4.52142)
S (4.65017, -3.12639, 5.27908)
S (2.92673, -3.19614, 0.88738)
O (-0.16856, 5.01139, -6.52807)
O (-2.20559, 0.02156, 5.93805)
O (-5.53060, -2.10844, 0.73011)
O (-4.31290, -5.85856, -3.91288)
O (-1.34903, 1.23043, 3.92384)
O (5.38509, -3.15454, 4.03974)
O (5.27117, -3.62906, 6.51721)
O (3.11808, -1.58769, -3.33770)
O (0.03787, 2.58080, -6.08532)
O (2.95267, 5.44812, 1.73228)
O (-3.90994, 0.29572, -6.30267)
O (2.52926, -2.19367, -0.17339)
O (-2.82988, 3.58973, -0.31047)
O (-3.08107, -5.19044, 2.64816)
O (-0.17147, -0.47579, 1.54590)
O (6.14851, 1.41616, -0.04003)
O (3.65188, 1.70330, 2.19542)
O (-0.97225, -4.78539, 1.20033)
O (-7.36049, -1.52378, -0.89362)
O (5.81053, 1.93694, 2.59851)
O (4.20697, 5.05129, -0.00876)
O (-3.48392, -3.52427, -3.54919)
O (3.54233, 1.49840, 5.26899)
O (-3.54832, -1.76367, -7.78263)
O (1.59873, -3.28732, -3.25810)
O (6.28244, -0.97321, -0.82698)
O (-2.36931, -0.17444, 1.04402)
O (4.99645, -0.07945, 2.57950)
O (2.43339, -2.98012, 2.24186)
O (1.00067, -1.18232, -2.78642)
O (2.21532, 6.01683, -0.31614)
O (-4.53293, 3.25765, 1.49116)
O (4.13086, 3.97309, 5.27668)
O (-0.75713, 1.20953, 0.22512)
C (2.05748, -2.91541, 5.47374)
C (3.04814, -3.91185, 5.05628)
C (4.00293, -1.44965, 5.57671)
C (0.64744, 2.71090, 6.34480)
C (5.04180, 4.62457, 1.10368)
C (-1.23185, 0.13619, 0.93634)
C (2.08981, 3.00283, 6.85420)
C (0.15535, -3.31976, -3.13212)
C (-4.65445, -3.89938, -5.92342)
C (-1.38195, -1.24034, -2.52885)
C (1.19500, 2.69519, 0.40340)
C (7.33858, 1.23326, 4.32211)
C (6.46393, 5.20806, 0.94695)
C (-3.73318, 5.71780, 0.95860)
C (-4.91072, -0.56164, -1.28997)
C (6.36121, -0.34044, 2.49172)
C (-4.89346, 0.93496, -1.28073)
C (2.51815, -1.45484, 5.21015)
C (0.28054, 4.23064, -4.06199)
C (-2.79495, 0.53008, -8.68313)
C (4.93189, -4.71252, 0.11033)
C (3.78315, -5.66611, 0.46628)
C (-0.15118, -2.05888, -2.34221)
C (2.46223, -4.83458, 0.42034)
C (3.95277, 0.30835, -0.95220)
C (1.99580, -1.97706, -3.11214)
C (4.69120, -3.44998, 0.85936)
C (-3.56259, -6.44176, -0.72380)
C (6.90309, 1.03876, 2.85834)
C (-0.54809, -0.44049, -7.92608)
C (-6.09408, -3.33731, -6.06870)
C (-6.18332, 1.41817, -0.39055)
C (-4.39485, -1.26007, 4.11121)
C (-2.12401, 3.36339, -3.75829)
C (-3.95933, 0.22101, 4.04115)
C (5.91450, 0.86714, -2.60803)
C (-6.12941, -3.88883, -3.73667)
C (4.72078, 1.20231, 2.44285)
C (-3.78141, 5.91453, 2.44643)
C (-6.47431, -2.81805, -4.70535)
C (1.06798, 0.26855, 1.36147)
C (3.06076, 5.57691, 0.41265)
C (3.51689, 1.38939, -1.92542)
C (-2.62703, -6.76937, 0.44271)
C (-2.66014, 5.09116, 3.12481)
C (-6.47183, 0.42217, 0.72861)
C (0.50864, 3.51910, 5.13281)
C (1.68886, 3.20075, 4.20752)
C (-3.26102, -2.03430, 3.46289)
C (-0.63769, 3.44651, -3.14733)
C (-2.08317, 3.74208, -5.22943)
C (-1.37476, -0.54191, -6.66132)
C (4.50762, 1.39063, -3.10764)
C (4.24521, 5.17328, 2.31276)
C (-4.32440, -5.10787, -0.42657)
C (0.66979, 1.27591, 0.27162)
C (-3.30808, -4.24207, 0.29322)
C (-2.18778, 3.94091, 2.16734)
C (-1.30041, 0.58079, -8.89002)
C (-1.87305, -1.47963, 3.90254)
H (0.91263, 3.26996, -0.51284)
H (-1.23706, 4.16136, 1.74193)
H (1.08498, -3.15313, 5.08482)
H (-6.20352, -3.68236, -2.69944)
H (-7.37683, 0.44952, 1.30491)
H (3.57025, 0.42871, 0.03394)
H (-0.35225, 3.29510, 4.57046)
H (1.93307, -0.79086, 5.82921)
H (5.02922, -2.48394, 0.46522)
H (-2.63311, -3.78927, -0.47001)
H (2.02728, -4.70676, -0.52664)
H (-7.54817, -2.49296, -4.71673)
H (-2.70377, 4.10329, -3.16601)
H (2.25482, 2.61980, 0.41099)
H (0.89681, 3.19038, 1.30426)
H (-2.99519, -6.35787, -1.60406)
H (-4.02599, 0.57823, 3.04153)
H (3.77891, -0.67708, -1.34137)
H (-2.96359, 6.25845, 0.47213)
H (4.69510, 6.08644, 2.72412)
H (-4.89579, 1.36916, -2.28896)
H (7.24994, 4.70848, 1.52183)
H (2.87277, -3.98885, 3.96229)
H (-6.81545, -4.04973, -6.43434)
H (3.98576, -5.99760, 1.48178)
H (-1.21523, 0.31861, -5.96757)
H (-1.61104, -1.93801, 4.82448)
H (-6.05844, 2.43363, -0.02464)
H (-4.53469, -1.47835, 5.20280)
H (6.77562, 5.07262, -0.06785)
H (-3.78053, 7.03279, 2.73500)
H (-4.42778, -4.77476, -6.57433)
H (-6.96803, 1.43154, -1.18683)
H (-4.65815, 5.84483, 0.48518)
H (-1.00278, 1.64685, -8.71059)
H (-3.78699, -3.47511, 0.96477)
H (6.58168, 1.79613, -2.59843)
H (-3.98935, -1.04186, -0.98187)
H (0.69689, 1.66178, 6.13077)
H (7.94653, 2.10159, 4.32915)
H (1.67797, -5.24973, 1.12231)
H (3.10102, -4.87515, 5.59906)
H (-1.56789, -1.07080, -3.59195)
H (-0.30643, 2.41407, -3.00217)
H (2.50765, 2.33324, 7.58215)
H (-0.12652, -4.26358, -2.65638)
H (-2.17172, 2.92828, 2.64644)
H (0.52969, -0.27341, -7.78703)
H (-1.07345, 0.31810, -9.90184)
H (6.52150, -1.18521, 3.20754)
H (-3.26064, -0.02973, -9.49947)
H (-2.55044, 4.76146, -5.38989)
H (1.22609, 3.77620, -3.90279)
H (5.09547, 3.56151, 1.01826)
H (-4.67154, -4.66531, -1.36379)
H (3.72400, -6.54131, -0.17251)
H (-0.28734, -3.29221, -4.14854)
H (6.32164, 6.30603, 1.14062)
H (1.93571, 3.88310, 3.43102)
H (-2.69805, 3.09291, -5.92981)
H (-4.37335, 0.91811, 4.70833)
H (-0.60335, -1.39241, -8.45379)
H (-1.20018, -1.37547, -6.00076)
H (2.59236, 1.06691, -2.33698)
H (5.00673, -4.53283, -0.94898)
H (-5.24846, -0.93046, -2.27131)
H (4.52960, -0.74463, 4.90816)
H (2.11524, 4.03666, 7.20135)
H (-1.76579, 5.65139, 3.29912)
H (-3.10129, -7.55395, 1.04284)
H (-2.95016, 4.60712, 4.00418)
H (-1.66368, -7.08865, 0.19106)
H (-0.04833, 2.87405, 7.19522)
H (-4.01367, 1.29995, -0.72706)
H (-6.90816, -4.70776, -3.91352)
H (4.89941, -3.40201, 1.92803)
H (-5.85975, -1.91728, -4.56598)
H (7.74335, 1.35835, 2.27364)
H (4.15716, 0.71141, -3.78857)
H (0.30041, 5.27906, -3.93344)
H (6.63357, -0.53159, 1.45925)
H (-3.30837, -3.05588, 3.72535)
H (1.73475, -0.47647, 0.89801)
H (-0.72945, 3.88926, -2.19889)
H (-4.17866, -7.29318, -0.74560)
H (0.41405, 4.61555, 5.24360)
H (1.39150, 0.69924, 2.35348)
H (6.56335, 1.32603, 5.06811)
H (-3.23295, -2.07249, 2.36836)
H (7.86852, 0.33284, 4.68367)
H (6.38539, 0.00880, -3.14081)
H (-5.12040, -5.24210, 0.26281)
H (4.19859, 4.49874, 3.11463)
H (-2.51455, 2.36335, -3.59776)
H (3.47241, 2.34310, -1.37467)
H (-5.28827, -1.40552, 3.52375)
H (2.40030, -1.24676, 4.12556)
H (-4.80458, 5.67320, 2.76660)
H (-1.14661, -1.64879, 3.17597)
H (1.03483, 0.91833, -0.69533)
H (-1.17598, -0.30890, -2.04494)
H (-2.19986, -1.71373, -2.13202)
H (-3.94276, -3.10218, -6.09880)
H (4.70866, 2.41191, -3.53090)
H (4.19355, -1.14777, 6.57764)
H (-3.26871, 1.52624, -8.66851)
H (-5.65363, 0.47537, 1.41550)
H (0.12550, -2.27583, -1.32973)
H (-5.88909, -2.52504, -6.84521)
H (5.94806, -5.04405, 0.44081)
H (1.51213, 2.21309, 3.81284)
H (1.99407, -2.98934, 6.62353)

- HOMO level: -10.00 eV
- DFT total energy: -252835.2729 eV
- Energy above the lowest of the compared OMol25 structures with the same formula, charge and spin: 1.769 eV
- Largest force on an atom: 4.988 eV/A

Mulliken population analysis, charges in e, atoms 1 to 99:
1. S 0.894
2. S 0.992
3. S 0.944
4. S 1.360
5. S 1.385
6. S 1.019
7. S 0.926
8. S 1.238
9. S 0.884
10. S 0.957
11. S 1.126
12. O -0.777
13. O -0.780
14. O -0.501
15. O -0.789
16. O -0.252
17. O -0.655
18. O -0.772
19. O -0.575
20. O -0.575
21. O -0.330
22. O -0.698
23. O -0.454
24. O -0.428
25. O -0.739
26. O 0.468
27. O -0.701
28. O 0.624
29. O -0.230
30. O -0.746
31. O -0.131
32. O -0.418
33. O -0.134
34. O -0.295
35. O -0.724
36. O -0.392
37. O -0.890
38. O -0.164
39. O 1.020
40. O -0.462
41. O 0.067
42. O -0.619
43. O -0.835
44. O -0.823
45. O -0.433
46. C -0.928
47. C 0.058
48. C 0.011
49. C -0.162
50. C 2.444
51. C -0.386
52. C -1.168
53. C 0.059
54. C -0.092
55. C 0.824
56. C -0.142
57. C -1.816
58. C -1.640
59. C -1.001
60. C 1.034
61. C -0.450
62. C 0.365
63. C 0.769
64. C -0.950
65. C -0.839
66. C -0.803
67. C -0.709
68. C 1.058
69. C -0.691
70. C 2.113
71. C 0.035
72. C 0.264
73. C -0.754
74. C 0.194
75. C -0.879
76. C -0.726
77. C -1.390
78. C -1.025
79. C -0.215
80. C -0.495
81. C -0.860
82. C -0.612
83. C -0.620
84. C -0.735
85. C -0.300
86. C 1.880
87. C 0.564
88. C 0.341
89. C -0.985
90. C -1.016
91. C 0.419
92. C -0.018
93. C 0.580
94. C 0.687
95. C 0.511
96. C -0.502
97. C 0.280
98. C -1.198
99. C 0.282



(2)
C4H10O3Si2 | the ωB97M-V functional and the def2-TZVPD basis

Positions of all 19 atoms, in Å:
Si (0.44173, -0.17924, 0.54453)
Si (0.45593, -1.48341, -2.22061)
O (0.61957, 0.33327, -1.05752)
O (0.59149, -2.33567, -0.94337)
O (1.68090, -1.25047, -3.30477)
C (-2.32723, -0.76729, 1.64906)
C (0.54391, 1.40231, 1.46148)
C (0.35399, 2.67692, 1.27863)
C (-1.59705, -0.34057, 0.63045)
H (1.46317, 0.66087, -1.33086)
H (-0.55315, -0.93347, -3.08723)
H (-0.07958, 3.09836, 0.35756)
H (-3.41355, -0.95845, 1.63017)
H (0.95598, 1.08571, 2.53732)
H (2.47728, -1.75615, -3.24187)
H (-1.88887, -0.79950, 2.64982)
H (1.56853, -1.21004, 0.73792)
H (-2.02458, -0.59905, -0.29437)
H (0.73152, 3.35587, 2.00365)

- Spin multiplicity: 3
- HOMO level (alpha / beta): -5.57 / -10.02 eV
- DFT total energy: -26203.7298 eV
- Largest force on an atom: 12.439 eV/A

How is the electron density shared among the atoms? According to natural (NBO), the charges in e are:
1. Si 1.492
2. Si 2.012
3. O -1.096
4. O -1.247
5. O -1.108
6. C -0.341
7. C -0.612
8. C -0.365
9. C -0.557
10. H 0.520
11. H -0.240
12. H 0.178
13. H 0.200
14. H 0.205
15. H 0.505
16. H 0.182
17. H -0.108
18. H 0.201
19. H 0.178



(3)
C20H16ClF5O3PScTe | the ωB97M-V functional and the def2-TZVPD basis

Positions of all 48 atoms, in Å:
Te (3.86197, 2.74067, 0.39824)
Sc (1.31356, 1.94220, -1.26831)
Cl (2.28442, 2.63662, -3.55485)
P (-0.23999, -0.15486, -0.09151)
F (2.58284, 3.72375, -0.65190)
F (4.71332, 2.31195, -1.19927)
F (4.87296, 4.27487, 0.40593)
F (5.16131, 1.83976, 1.34466)
F (3.10567, 3.36217, 1.96795)
O (-0.64214, 2.15070, -2.12124)
O (2.65328, 1.38725, 0.23163)
O (-0.16990, 3.10018, -0.21458)
C (-0.98764, 2.47382, -0.94533)
C (-0.10876, -0.10087, 2.69658)
C (1.86630, -2.04572, 2.83079)
C (-3.42106, 2.40093, -0.17991)
C (-0.85554, -2.63652, -3.24306)
C (-4.18729, 0.42869, 0.97183)
C (0.43787, -0.45313, 3.92221)
C (-0.59279, -1.64707, -1.06226)
C (-1.27561, -3.94746, -1.27167)
C (-0.96692, -2.85545, -0.47686)
C (1.42228, -1.42663, 3.99139)
C (-2.93348, -0.14800, 0.83745)
C (-1.22028, -3.83808, -2.65548)
C (-0.53977, -1.54347, -2.44869)
C (-1.91275, 0.54094, 0.19202)
C (-4.42971, 1.69712, 0.46116)
C (1.32404, -1.69562, 1.60492)
C (2.21143, 0.87344, -2.99079)
C (-2.17144, 1.81915, -0.31108)
C (0.32159, -0.72992, 1.53120)
H (1.69613, 0.33039, -3.77799)
H (3.24900, 0.55172, -2.92436)
H (-0.87156, 0.66652, 2.65308)
H (-3.60634, 3.39258, -0.57091)
H (-1.45914, -4.69267, -3.27500)
H (-4.97754, -0.11287, 1.47473)
H (0.09425, 0.03932, 4.82247)
H (1.84986, -1.69787, 4.94785)
H (-5.41056, 2.14156, 0.56728)
H (-0.25582, -0.60395, -2.90701)
H (-0.99730, -2.95041, 0.60188)
H (-2.74863, -1.13766, 1.23751)
H (-0.80913, -2.54720, -4.32042)
H (-1.55702, -4.88535, -0.81088)
H (2.64158, -2.79912, 2.87742)
H (1.68445, -2.17637, 0.70317)

- HOMO level: -9.13 eV
- DFT total energy: -90538.8146 eV
- Energy above the lowest of the compared OMol25 structures with the same formula, charge and spin: 3.259 eV
- Largest force on an atom: 0.847 eV/A

How is the electron density shared among the atoms? According to natural (NBO), the charges in e are:
1. Te 3.458
2. Sc 1.471
3. Cl -0.024
4. P 0.889
5. F -0.600
6. F -0.605
7. F -0.582
8. F -0.596
9. F -0.600
10. O -0.675
11. O -1.122
12. O -0.666
13. C 0.754
14. C -0.134
15. C -0.204
16. C -0.217
17. C -0.195
18. C -0.210
19. C -0.222
20. C -0.339
21. C -0.155
22. C -0.222
23. C -0.196
24. C -0.176
25. C -0.214
26. C -0.190
27. C -0.340
28. C -0.181
29. C -0.187
30. C -0.830
31. C -0.025
32. C -0.373
33. H 0.209
34. H 0.221
35. H 0.215
36. H 0.226
37. H 0.217
38. H 0.220
39. H 0.218
40. H 0.218
41. H 0.221
42. H 0.233
43. H 0.222
44. H 0.222
45. H 0.219
46. H 0.210
47. H 0.219
48. H 0.222